No. 1
C38H54F17N8O | wB97M-V/def2-TZVPD

```
118
Properties=species:S:1:pos:R:3:forces:R:3
C -5.3341 -7.6001 -1.2657 0.3 0.4 0.2
C -4.4747 -6.3303 -1.4151 -0.3 -0.1 -0.1
C -4.1256 -5.9791 -2.8789 0.1 0.1 0.7
C -2.6297 -5.6894 -3.0505 -0.8 0.0 0.0
C -2.2902 -4.2859 -2.5754 0.3 -0.5 0.1
C -0.7832 -3.9806 -2.5695 -0.4 0.2 -0.3
C -0.4449 -2.5583 -3.0678 0.9 -0.7 0.3
C 0.5725 -1.8119 -2.1677 -1.8 0.6 -0.2
C 0.0793 -0.3754 -1.9007 0.7 -0.1 0.1
C 0.6541 0.6523 -2.8996 -0.4 0.1 1.0
C 1.6966 1.5455 -2.2231 0.0 -0.4 -1.0
C 2.3713 2.4790 -3.2448 0.0 0.1 0.5
C 2.5959 3.9219 -2.7595 -0.1 -0.4 -0.5
N 2.7239 4.0487 -1.3028 0.4 0.0 -1.0
C 3.8461 3.8414 -0.6435 -0.3 0.1 0.9
O 4.9830 3.4770 -1.2829 -0.2 0.2 0.0
C 5.7779 4.5001 -1.4986 0.4 -0.3 -0.2
N 6.5298 5.3207 -1.7748 0.0 0.2 0.1
N 3.7258 3.9860 0.6544 0.3 0.1 -0.3
C 2.4378 4.3016 0.8192 0.0 -0.1 0.6
N 1.8835 4.4850 2.0323 -0.5 -0.1 -0.9
N 1.7853 4.3717 -0.3657 0.2 0.1 0.4
C 0.3894 4.6458 -0.7234 0.2 -0.2 -0.3
C -0.2467 5.7515 0.0946 -0.4 0.0 0.2
C -1.7508 5.7451 -0.1485 0.7 0.6 -0.6
F -1.9287 6.1963 -1.4199 -0.1 0.0 -0.1
F -2.2648 4.5029 -0.1121 -0.2 -0.1 0.3
C -2.5346 6.7198 0.7746 -0.7 -0.3 -0.5
F -1.7855 7.8085 1.0072 0.3 -0.1 0.2
F -3.6185 7.1287 0.0935 -0.1 -0.1 0.1
C -3.1030 6.1260 2.1009 -0.2 0.7 0.3
F -3.6868 7.1551 2.7469 0.1 0.1 0.0
F -4.0535 5.2407 1.8087 0.2 -0.3 -0.1
C -2.0611 5.5380 3.0755 -0.1 0.1 0.2
F -1.0439 6.4145 3.1971 0.2 0.1 -0.1
F -1.5634 4.3944 2.5522 0.0 -0.2 -0.1
C -2.5941 5.2659 4.5058 -0.5 -0.2 0.1
F -2.6900 6.4123 5.1847 0.3 0.1 -0.1
F -3.8278 4.7391 4.4300 0.1 -0.2 -0.2
C -1.7431 4.2651 5.3490 -0.2 0.1 0.7
F -1.8413 3.0235 4.8635 0.1 0.1 -0.4
F -2.3090 4.2586 6.5737 -0.1 0.1 0.0
C -0.2588 4.6241 5.5718 0.4 -0.4 0.2
F -0.0928 5.9160 5.8520 -0.2 0.2 0.0
F 0.4416 4.3562 4.4409 -0.1 -0.1 -0.2
C 0.4269 3.8088 6.7133 0.7 0.5 -0.3
F 1.7433 4.0461 6.5909 0.0 0.0 0.0
F 0.0540 4.2361 7.9030 -0.3 -0.2 0.1
F 0.2343 2.5096 6.5701 -0.3 -0.1 0.2
H -4.9879 -8.1946 -0.4255 0.0 -0.2 0.0
H -5.2659 -8.1869 -2.1755 -0.1 -0.3 0.0
H -6.3727 -7.3581 -1.0661 -0.2 0.0 -0.2
H -3.5585 -6.4495 -0.8414 0.2 0.0 0.0
H -5.0129 -5.5046 -0.9570 0.0 0.2 0.1
H -4.4363 -6.7971 -3.5198 0.0 -0.1 -0.2
H -4.7068 -5.0986 -3.1450 -0.1 0.1 -0.4
H -2.1005 -6.4262 -2.4497 0.3 -0.1 -0.1
H -2.3677 -5.8294 -4.0977 0.3 0.1 -0.1
H -2.6550 -4.2008 -1.5520 -0.2 0.2 0.1
H -2.8490 -3.5796 -3.1860 0.0 0.2 -0.1
H -0.4169 -4.1202 -1.5560 0.2 0.0 0.1
H -0.2758 -4.7118 -3.1941 0.1 -0.1 0.0
H -1.3712 -2.0001 -3.1476 -0.1 0.2 -0.1
H 0.0118 -2.6689 -4.0480 -0.3 0.2 -0.4
H 1.5374 -1.7501 -2.6335 0.4 -0.3 0.1
H 0.6297 -2.3417 -1.2251 0.4 -0.1 0.1
H 0.3940 -0.1029 -0.8910 0.1 0.2 0.1
H -1.0051 -0.3330 -1.8826 -0.2 -0.1 -0.1
H 1.1097 0.1445 -3.7427 -0.1 0.0 -0.3
H -0.1601 1.3050 -3.2112 0.0 0.0 -0.5
H 2.4571 0.8912 -1.8029 0.1 0.1 0.4
H 1.1758 2.0759 -1.4312 0.1 0.1 0.3
H 1.7792 2.5401 -4.1524 -0.1 0.0 -0.1
H 3.3292 2.0542 -3.5267 0.1 0.0 -0.1
H 3.5249 4.3093 -3.1606 0.2 0.2 0.0
H 1.8309 4.5801 -3.1488 -0.3 0.2 0.4
H 0.9427 4.1718 2.1771 -0.1 0.2 0.3
H 2.3777 4.9510 2.7690 0.3 -0.2 0.2
H 0.3954 4.9633 -1.7585 0.0 0.0 -0.2
H -0.1575 3.7081 -0.7026 -0.2 -0.1 0.3
H -0.0606 5.6924 1.1559 0.2 -0.1 0.1
H 0.0976 6.7235 -0.2384 0.2 0.2 0.0
C 8.6682 1.2719 2.2342 0.0 0.1 0.0
C 7.5756 0.8764 3.2200 0.1 0.2 -0.1
C 7.1878 -0.5998 3.1020 0.0 0.2 0.0
C 6.6632 -0.9104 1.7689 0.0 -0.2 0.3
N 6.2324 -1.1657 0.7374 0.0 0.1 -0.2
H 8.3393 1.1453 1.2018 0.0 0.0 0.0
H 8.9440 2.3169 2.3653 0.0 0.0 0.0
H 9.5648 0.6678 2.3787 0.0 0.0 0.0
H 6.6919 1.4996 3.0620 0.0 0.0 0.0
H 7.9221 1.0669 4.2365 -0.1 -0.1 0.0
H 6.4228 -0.8574 3.8344 0.0 -0.1 0.0
H 8.0559 -1.2332 3.2873 0.0 -0.1 0.0
C 6.0720 -4.1731 -3.9073 0.0 0.0 0.0
C 6.3081 -2.6674 -3.8835 0.0 -0.2 -0.1
C 6.0340 -2.0430 -2.5090 -0.1 -0.1 -0.3
C 4.6389 -2.2635 -2.1199 0.3 0.1 0.1
N 3.5473 -2.4794 -1.8417 0.1 0.0 0.1
H 5.0307 -4.4168 -3.6932 0.0 0.0 0.0
H 6.3078 -4.5807 -4.8898 0.0 0.0 0.0
H 6.6994 -4.6804 -3.1725 0.0 0.0 0.0
H 5.6744 -2.1912 -4.6346 0.0 0.1 0.0
H 7.3431 -2.4591 -4.1594 0.0 0.1 0.0
H 6.2294 -0.9708 -2.5273 0.0 0.0 0.1
H 6.6772 -2.4848 -1.7487 0.0 0.0 0.1
C -9.3356 -5.8178 2.4132 0.0 0.0 0.0
C -10.2506 -6.9315 1.9176 0.1 0.1 0.1
C -9.6836 -7.6711 0.7006 -0.1 0.1 0.1
C -9.4962 -6.7587 -0.4291 0.0 -0.3 0.2
N -9.3672 -6.0364 -1.3084 0.1 0.3 -0.2
H -9.2015 -5.0461 1.6541 0.0 0.0 0.0
H -9.7603 -5.3392 3.2954 0.0 0.0 0.0
H -8.3519 -6.2079 2.6818 0.0 0.0 0.0
H -11.2264 -6.5130 1.6660 0.0 -0.1 0.0
H -10.4098 -7.6534 2.7201 0.0 -0.1 -0.1
H -10.3611 -8.4663 0.3896 0.0 0.0 0.0
H -8.7210 -8.1236 0.9439 0.0 0.0 0.0
```
Forces are in eV/Å.

Output
2S+1: 1
E_LUMO: -2.96 eV
Net charge: +1


No. 2
C5H12O4 | wB97M-V/def2-TZVPD

```
21
Properties=species:S:1:pos:R:3:forces:R:3
C 0.1362 -0.8433 -0.0698 0.0 -0.8 0.3
C 0.2563 1.3364 0.8720 -1.2 -0.6 0.3
C -0.9078 -0.2940 0.6778 1.9 1.9 0.3
C 0.3151 -0.5960 -1.5252 -0.1 -0.1 0.0
C 1.7571 1.3152 0.9298 0.1 -0.1 0.0
O -1.7750 -2.1058 -0.0002 -0.2 -0.2 -0.7
O -2.4987 -1.5599 -1.1642 0.2 -0.3 0.4
O 1.0671 -1.5444 0.5973 -0.7 0.4 -0.5
O -0.1617 2.2511 -0.0957 0.0 0.0 -0.1
H -3.3431 -2.0187 -1.0708 0.2 0.1 -0.1
H 1.7471 -1.8558 -0.0145 -0.1 0.0 0.0
H -1.1097 2.4095 -0.0068 0.1 0.0 0.0
H -0.1787 1.5467 1.8509 0.1 0.1 0.0
H -1.0407 -0.5975 1.7058 0.0 -0.1 -0.1
H -1.7157 0.1927 0.1519 0.0 -0.2 -0.1
H 1.3429 -0.7805 -1.8476 0.0 0.0 0.1
H -0.3664 -1.2664 -2.0576 0.0 0.0 0.1
H 0.0377 0.4274 -1.7829 0.0 0.0 0.1
H 2.1949 1.1699 -0.0604 0.0 -0.1 0.0
H 2.1307 2.2747 1.3031 -0.1 0.0 0.0
H 2.1125 0.5387 1.6069 0.0 0.0 -0.1
```
Forces are in eV/Å.

Output
Relative energy (zero: lowest compared OMol25 entry of this formula, charge and spin): 7.196 eV
2S+1: 1
E_LUMO: 0.52 eV
Net charge: 0


No. 3
C10H13AsF6N4PtS | wB97M-V/def2-TZVPD

```
36
Properties=species:S:1:pos:R:3:forces:R:3
Pt -1.0149 -0.5830 -0.3958 -0.2 -0.6 0.3
C -4.4547 4.1316 0.4026 0.1 0.1 -0.2
C -4.9550 3.1114 -0.6298 -0.2 -0.2 0.0
N -3.8521 2.4067 -1.3097 0.0 0.1 0.0
C -2.9684 1.5723 -0.7785 -0.2 0.1 -0.2
S -1.6631 0.9798 -1.8035 0.2 -0.3 -0.3
N -3.0716 1.2121 0.4979 0.4 -0.1 0.3
N -2.0810 0.4277 0.8910 -0.3 0.1 -0.5
C -1.9814 0.0422 2.1915 -0.3 0.4 0.2
C -2.8911 0.6280 3.1935 0.0 -0.1 0.0
C -0.9608 -0.8952 2.4555 0.2 -0.2 0.1
C -0.6713 -1.3824 3.7221 0.1 -0.1 0.2
C 0.3877 -2.2867 3.8874 -0.1 0.1 0.1
C 1.1274 -2.6450 2.7892 0.0 0.1 -0.2
C 0.7940 -2.1219 1.5110 0.0 0.0 0.2
N -0.2155 -1.2966 1.3731 -0.1 -0.3 -0.5
H -5.3344 4.5616 0.8789 0.0 0.0 0.0
H -3.9103 4.9380 -0.0871 0.0 0.0 0.0
H -3.8297 3.6779 1.1650 0.0 -0.1 0.1
H -5.5173 3.6041 -1.4195 0.0 0.0 0.0
H -5.5926 2.3445 -0.1748 0.1 0.1 0.1
H -3.7638 2.5782 -2.3152 0.1 0.1 0.1
H -3.3572 1.5410 2.8407 0.0 0.0 0.0
H -2.3797 0.8121 4.1380 0.0 0.0 0.0
H -3.6881 -0.1043 3.3886 0.0 0.0 0.0
H -1.2469 -1.0580 4.5794 0.0 0.0 0.0
H 0.6212 -2.6788 4.8690 0.0 0.0 0.0
H 1.9598 -3.3338 2.8593 0.0 0.0 0.0
H 1.3479 -2.4068 0.6300 0.0 0.0 -0.1
F -1.6102 -2.4131 -0.6081 0.2 0.6 0.2
As 0.0497 -4.2748 -1.7559 -0.2 0.1 0.6
F 0.8444 -2.7239 -1.5943 0.1 0.3 0.1
F 0.3422 -4.3834 -0.0529 0.1 0.0 -0.3
F 1.2392 -5.2396 -2.3615 0.0 0.0 -0.1
F -1.2973 -5.2345 -1.4883 -0.1 -0.1 -0.1
F -0.7068 -3.5954 -3.1008 0.0 0.0 -0.1
```
Forces are in eV/Å.

Output
2S+1: 2
E_LUMO (spin up / spin down): -14.39 / -14.95 eV
<S²>: 0.989
Net charge: +3


Per-record M, g/mol: 961.9, 136.1, 605.3